{"formula": "C4H13N2O", "method": "wB97M-V/def2-TZVPD", "charge": 1, "lumo_ev": -2.85, "homo_energy_ha": -0.52052, "smiles": "NCC[C@@H]([NH3+])CO", "gap_ev": 11.310, "fmax_ev_per_a": 1.99, "spin_multiplicity": 1, "elements": ["H", "H", "H", "H", "H", "C", "H", "H", "H", "H", "N", "C", "N", "O", "H", "H", "C", "H", "C", "H"], "positions_angstrom": [[-1.4672, 1.4174, -2.9896], [0.3913, 0.0895, -2.3776], [-1.0401, 1.7342, 0.3159], [0.3924, -2.0988, -0.4474], [-1.3706, -0.4537, 0.0390], [0.6514, -1.3989, 1.5409], [0.2671, 1.0803, 1.1951], [1.9365, -0.2014, 2.6455], [1.6094, -1.0504, -0.3996], [1.4637, -2.0941, 1.7496], [-0.1674, 1.2309, 0.2279], [-0.4085, -0.1120, -0.3555], [0.9584, -0.1899, 2.3910], [-1.1275, 1.3650, -2.0902], [0.3923, -0.2908, 3.2351], [-1.1156, -0.7844, -2.3095], [-0.5893, 0.0624, -1.8710], [-0.2947, -1.8441, 1.8485], [0.6101, -1.1356, 0.0412], [0.4194, 1.8994, -0.2547]], "atomic_forces_ev_per_a": [[0.0, 0.1, 0.0], [0.0, -0.4, 0.4], [-0.4, 0.0, 0.1], [-0.7, 0.2, 0.2], [0.0, 0.3, 0.2], [1.0, 0.2, 0.5], [-0.3, -0.2, -0.3], [0.0, 0.1, 0.2], [0.1, 1.1, 0.3], [-0.3, -0.5, -0.2], [0.4, 0.4, 1.9], [-0.7, -0.3, -1.6], [-1.2, -0.3, -0.6], [-0.7, -0.5, 0.1], [0.5, 0.3, -0.1], [-0.5, 0.2, 0.1], [1.5, 0.6, -0.4], [0.0, 0.1, 0.2], [0.9, -1.1, -0.2], [0.5, -0.3, -0.8]], "mulliken_charge": [0.333, 0.368, 0.394, 0.404, 0.177, -0.709, 0.402, 0.234, 0.442, 0.365, -0.282, 0.294, -0.610, -0.532, 0.227, 0.418, -0.786, 0.397, -0.902, 0.368]}


{"formula": "C44H41FN6O3PSTl", "method": "wB97M-V/def2-TZVPD", "charge": -2, "lumo_ev": 3.82, "homo_energy_ha": -0.01538, "gap_ev": 4.236, "fmax_ev_per_a": 0.22, "spin_multiplicity": 1, "elements": ["C", "C", "H", "H", "C", "H", "C", "H", "N", "C", "N", "C", "H", "C", "H", "S", "C", "C", "C", "C", "H", "H", "C", "N", "C", "C", "C", "C", "C", "C", "H", "H", "N", "C", "C", "F", "H", "N", "C", "H", "C", "H", "H", "C", "H", "O", "H", "H", "H", "H", "H", "H", "C", "C", "H", "H", "C", "H", "C", "H", "H", "C", "H", "H", "H", "C", "O", "C", "C", "C", "H", "Tl", "H", "C", "H", "H", "H", "H", "N", "H", "C", "C", "C", "C", "C", "O", "P", "H", "C", "C", "H", "H", "C", "H", "C", "C", "H", "C"], "positions_angstrom": [[-1.8477, -1.8025, -4.5204], [-1.4642, -2.8395, -5.3371], [5.1547, -2.2488, 4.1982], [5.3854, 0.1511, 4.8023], [5.5340, -0.8597, -0.9438], [5.7851, -0.8630, 0.1124], [1.2962, -4.8950, 1.0327], [-4.5246, 5.5014, -5.4384], [0.0527, -5.0474, -3.0517], [2.5727, -3.0827, 0.0874], [-2.0982, 2.0481, -3.2445], [-5.6131, 2.9261, 3.3624], [-6.0656, 1.0826, 5.4003], [-4.6334, 3.8841, 4.0264], [1.7272, -6.8648, 0.2936], [-2.3756, 2.6460, -0.6873], [-5.0841, 0.9863, 4.9312], [-2.5989, 2.9463, -2.3548], [-2.2778, 4.6278, 3.5855], [4.4667, 0.8351, 2.9876], [7.5308, -0.3014, -1.5196], [-0.0557, -3.0045, 2.2574], [3.8652, 0.4987, 1.7786], [-1.6368, -1.8517, -3.1969], [-1.0022, 4.3962, 3.0913], [-2.2617, -0.0770, 1.7186], [3.8569, -1.1911, -2.7273], [-3.2340, 3.6361, 3.5270], [3.4046, 1.5771, 0.8405], [-2.1410, -1.4208, 1.0055], [-2.5197, 5.6000, 3.9971], [1.5252, -2.3917, 2.7967], [-3.2621, 4.0673, -2.7517], [6.1664, -0.4670, -3.2144], [-0.6497, 3.2077, 2.5207], [-0.0996, 5.4094, 3.1713], [0.5278, -5.2369, 1.7173], [-0.8343, -3.9260, -4.8783], [-2.2495, 2.3002, -4.5287], [6.9081, -0.1644, -3.9495], [-4.1114, 5.5609, -4.4306], [4.5759, 1.8837, 3.2427], [0.6901, -1.6313, 1.4459], [4.1992, -1.8248, 2.3243], [2.4168, -1.5598, -4.2596], [-2.7946, -2.3596, 1.4836], [3.9933, -3.6455, -1.4071], [-1.8226, 1.5633, -5.2065], [-4.6724, 3.7647, 5.1146], [0.6325, -5.5190, -3.7281], [2.3267, 1.5054, 0.6811], [-1.6496, -2.8025, -6.4055], [1.5884, -3.5338, 0.9843], [4.7944, -1.4762, 3.5288], [3.6363, 2.5640, 1.2453], [-4.2263, -0.5701, 2.2631], [4.2230, -1.1500, -1.3232], [-5.6981, 3.1692, 2.3010], [-1.0425, -2.9214, -2.7191], [-4.9134, 4.9184, 3.8177], [3.4784, -6.0624, -1.2817], [-5.1257, 1.4878, 3.4895], [-0.8871, -2.9513, -1.6442], [0.3297, 3.0339, 2.0984], [-4.7878, -0.0624, 4.9541], [0.8953, -2.5900, 1.9236], [-0.0707, 0.7908, 1.3539], [-2.8862, 2.3952, 2.9587], [4.9033, -0.7606, -3.6325], [3.2389, -4.0063, -0.7195], [4.0998, -2.8712, 2.0605], [-0.2954, 0.2950, -1.4377], [3.8879, 1.4778, -0.1344], [2.9491, -5.3624, -0.6450], [-5.7919, 0.8426, 2.9123], [4.6543, -0.6962, -4.6876], [-6.6060, 3.0114, 3.8096], [-2.3161, -0.9117, -4.9168], [-3.8124, 1.3703, 2.8651], [1.8643, -1.9848, -2.5469], [-2.9016, 3.4233, -5.0144], [4.9247, -0.1381, 3.8645], [-0.6064, -3.9583, -3.5743], [-3.4012, 4.2897, -4.0448], [-1.6013, 2.1880, 2.4510], [-1.4109, -1.4454, -0.0202], [2.8803, -1.2804, -0.1367], [-4.9068, 5.7663, -3.7162], [3.7174, -0.8576, 1.4464], [1.9716, -5.8095, 0.2334], [-4.3586, 1.5483, 5.5202], [-3.4120, 6.3992, -4.3963], [-3.4581, 0.1937, 2.2858], [-3.0152, 3.6123, -6.0734], [-1.2205, 0.9245, 1.7763], [2.6445, -1.6190, -3.2026], [0.5289, -4.8736, -2.1770], [6.5274, -0.5361, -1.8515]], "atomic_forces_ev_per_a": [[0.0, 0.0, 0.0], [0.0, 0.0, 0.0], [0.0, 0.0, 0.0], [0.0, 0.0, 0.0], [0.0, 0.0, 0.0], [0.0, 0.0, 0.0], [0.1, 0.0, 0.0], [0.0, 0.0, 0.0], [0.1, -0.1, 0.1], [0.1, 0.0, -0.1], [0.0, -0.1, -0.1], [0.0, 0.0, 0.0], [0.0, 0.0, 0.0], [0.0, 0.0, 0.0], [0.0, 0.0, 0.0], [0.0, 0.0, 0.0], [0.0, 0.0, 0.0], [-0.1, 0.0, 0.0], [0.0, 0.0, 0.0], [0.0, 0.0, 0.0], [0.0, 0.0, 0.0], [0.0, 0.0, 0.0], [0.1, 0.0, 0.0], [0.0, 0.0, -0.1], [0.0, 0.0, 0.0], [0.0, 0.0, 0.0], [0.1, 0.0, -0.2], [0.0, 0.0, 0.0], [0.0, 0.0, 0.0], [0.1, 0.0, 0.0], [0.0, 0.0, 0.0], [0.0, 0.0, 0.0], [0.0, 0.0, 0.1], [0.0, 0.0, 0.0], [0.0, 0.0, 0.0], [0.0, 0.0, 0.0], [0.0, 0.0, 0.0], [0.0, 0.0, 0.0], [0.0, 0.0, 0.0], [0.0, 0.0, 0.0], [0.0, 0.0, 0.0], [0.0, 0.0, 0.0], [0.0, 0.0, 0.0], [0.0, 0.0, 0.0], [0.0, 0.0, 0.0], [-0.1, -0.1, 0.1], [0.0, 0.0, 0.0], [0.0, 0.0, 0.0], [0.0, 0.0, 0.0], [0.0, 0.0, 0.0], [0.0, 0.0, 0.0], [0.0, 0.0, 0.0], [0.0, 0.0, 0.0], [0.0, 0.0, 0.0], [0.0, 0.0, 0.0], [0.0, 0.0, 0.0], [0.1, 0.0, 0.1], [0.0, 0.0, 0.0], [0.0, 0.1, -0.1], [0.0, 0.0, 0.0], [0.0, 0.0, 0.0], [0.0, 0.0, 0.0], [0.0, 0.0, 0.0], [0.0, 0.0, 0.0], [0.0, 0.0, 0.0], [-0.1, 0.0, 0.0], [-0.1, -0.1, 0.0], [0.0, 0.0, 0.0], [0.0, 0.0, 0.0], [0.0, 0.0, 0.0], [0.0, 0.0, 0.0], [0.0, 0.2, 0.1], [0.0, 0.0, 0.0], [0.0, 0.0, 0.0], [0.0, 0.0, 0.0], [0.0, 0.0, 0.0], [0.0, 0.0, 0.0], [-0.1, 0.0, 0.0], [0.0, 0.0, 0.0], [0.0, 0.0, 0.0], [0.0, 0.0, 0.0], [0.0, 0.0, 0.0], [0.0, 0.1, 0.1], [0.0, 0.0, -0.1], [0.0, 0.0, 0.0], [0.0, 0.0, -0.1], [-0.2, 0.0, 0.1], [0.0, 0.0, 0.0], [0.0, -0.1, 0.0], [-0.1, 0.0, 0.0], [0.0, 0.0, 0.0], [0.0, 0.0, 0.0], [0.0, 0.0, -0.1], [0.0, 0.0, 0.0], [0.2, -0.1, 0.1], [-0.1, -0.1, 0.0], [0.0, 0.0, 0.0], [0.1, 0.0, 0.0]], "mulliken_charge": [-0.277, -0.398, 0.395, 0.344, -0.080, 0.258, -0.610, 0.338, -0.495, 0.464, -0.119, -1.097, 0.396, -1.309, 0.286, -0.312, -1.443, -0.178, -0.825, -0.937, 0.374, 0.537, 0.983, -0.228, 0.193, 0.729, 1.546, 1.173, -1.571, -0.277, 0.486, 0.348, -0.556, -0.348, -1.086, -0.394, 0.393, -0.707, -0.165, 0.305, -1.196, 0.359, -0.169, -0.448, 0.146, -0.818, 0.325, 0.419, 0.362, 0.300, 0.207, 0.361, 1.225, -0.831, 0.388, 0.506, 0.183, 0.378, -0.191, 0.429, 0.362, -0.299, 0.684, 0.732, 0.392, -1.453, -0.556, -0.285, -1.101, -0.767, 0.475, 0.814, 0.289, -0.841, 0.530, 0.285, 0.460, 0.419, 0.281, -0.236, -0.932, -0.642, 0.276, 0.964, -0.109, -0.178, 1.346, 0.328, 0.364, -0.690, 0.344, 0.234, -0.308, 0.303, 0.632, -1.437, 0.190, -0.937]}


{"formula": "C22H19BrMoN7O2", "method": "wB97M-V/def2-TZVPD", "charge": 3, "lumo_ev": [-11.27, -11.15], "homo_energy_ha": [-0.60628, -0.61179], "gap_ev": [5.231, 5.499], "fmax_ev_per_a": 0.88, "spin_multiplicity": 3, "elements": ["H", "C", "C", "Br", "H", "N", "H", "H", "C", "H", "N", "N", "C", "C", "H", "C", "C", "H", "H", "C", "C", "N", "C", "C", "C", "C", "N", "H", "H", "H", "C", "H", "C", "C", "H", "N", "C", "C", "C", "C", "O", "H", "Mo", "O", "H", "H", "C", "H", "N", "C", "H", "H"], "positions_angstrom": [[-1.7787, 2.6284, -1.2392], [1.8623, 1.0339, 6.9175], [-4.9492, 0.7140, -0.5476], [-0.4184, 0.2795, 1.6618], [2.1417, 2.6274, -5.9505], [1.1169, -1.1186, -0.4643], [2.8564, -1.3889, 0.6151], [1.7616, -1.5963, -5.3760], [1.6710, -0.5841, -5.0009], [3.9899, -0.4214, 4.7445], [-2.2009, -1.8041, -0.3402], [-5.0288, 2.0294, -0.6863], [0.7470, 1.1934, 6.0883], [2.1405, -0.3289, 2.9549], [-0.0825, 0.9241, 4.1676], [1.3841, -0.4178, 1.8144], [3.0315, 0.4586, 6.4330], [-0.1518, 1.6489, 6.4798], [2.3468, 0.3169, -6.8226], [1.8830, 1.7830, -5.3268], [1.1050, 0.9261, -3.2433], [-3.6030, -3.4183, -0.1687], [-2.6832, 2.0790, -1.0144], [-3.7267, 0.0609, -0.6131], [1.8373, -1.0100, 0.6218], [0.8673, -1.5405, -2.8121], [-4.3730, -2.3263, -0.3083], [-3.9989, 3.7866, -1.0209], [3.8914, 0.3455, 7.0780], [1.8122, 1.3621, 7.9475], [2.0017, 0.4914, -5.8135], [0.9155, -2.4779, -3.3656], [-2.3106, -3.1225, -0.1976], [1.9666, 0.1772, 4.2656], [-4.0360, -4.3295, -0.0636], [-2.5854, 0.7481, -0.8531], [-3.9126, 2.7126, -0.9129], [-3.5062, -1.3649, -0.4121], [1.2368, -0.3790, -3.6984], [1.4245, 2.0062, -4.0333], [-0.4784, -1.3294, -2.3494], [-1.5088, -3.8361, -0.0968], [-0.7632, -0.3549, -0.8610], [0.6349, 1.1615, -1.9119], [1.3247, 3.0199, -3.6577], [0.7499, 2.1075, -1.7414], [3.0830, 0.0322, 5.1253], [3.1219, -0.7723, 2.7906], [1.6515, -1.6782, -1.5927], [0.7925, 0.7765, 4.7815], [-5.8649, 0.1579, -0.3829], [2.6118, -1.9889, -1.6084]], "atomic_forces_ev_per_a": [[0.0, 0.0, 0.0], [0.0, 0.0, 0.0], [0.0, -0.1, -0.1], [0.2, -0.1, 0.2], [0.0, 0.0, 0.0], [0.5, 0.0, 0.2], [0.0, 0.0, 0.0], [0.0, 0.0, 0.0], [0.1, 0.0, 0.0], [0.0, 0.0, 0.0], [-0.2, -0.1, 0.0], [0.0, 0.1, 0.0], [0.0, 0.0, 0.0], [0.0, 0.0, -0.1], [0.0, 0.0, 0.0], [-0.2, 0.1, 0.0], [0.0, 0.0, 0.1], [0.0, 0.0, 0.0], [0.0, 0.0, 0.0], [0.0, 0.0, 0.0], [0.2, 0.1, -0.3], [0.1, 0.0, 0.0], [0.0, -0.1, -0.1], [0.0, 0.0, 0.1], [0.0, 0.0, -0.1], [0.6, 0.4, -0.1], [-0.1, 0.1, 0.0], [0.0, 0.0, 0.0], [0.0, 0.0, 0.0], [0.0, 0.0, 0.0], [0.0, 0.0, 0.0], [-0.1, 0.0, 0.0], [0.0, 0.0, 0.1], [0.0, 0.0, 0.1], [0.0, 0.0, 0.0], [-0.6, 0.6, -0.1], [-0.1, -0.1, 0.0], [0.1, -0.1, 0.0], [-0.2, -0.1, 0.3], [-0.1, 0.1, 0.1], [-0.1, -0.7, -0.2], [0.0, 0.0, 0.0], [0.6, 0.6, -0.2], [-0.5, -0.3, 0.1], [0.0, 0.0, 0.0], [0.0, 0.0, 0.2], [0.0, 0.0, -0.1], [0.0, 0.0, 0.0], [-0.2, -0.5, -0.1], [0.0, 0.0, -0.1], [0.0, 0.0, 0.0], [0.0, 0.1, 0.0]], "mulliken_charge": [0.408, -0.325, -0.374, 0.340, 0.453, 0.439, 0.421, 0.416, -0.961, 0.377, 0.049, -0.407, -0.985, -0.427, 0.131, 0.178, -0.772, 0.423, 0.445, -0.682, 1.080, 0.151, -0.155, 0.180, 0.141, 0.079, -0.580, 0.400, 0.429, 0.423, -0.760, 0.642, -0.133, 1.494, 0.229, 0.141, -0.387, 0.258, 0.464, -0.765, -0.525, 0.531, 0.394, -0.351, 0.398, 0.248, -0.439, 0.224, -0.400, -0.250, 0.476, 0.211]}


{"formula": "C3H2FOYb", "method": "wB97M-V/def2-TZVPD", "charge": 2, "lumo_ev": [-10.62, -11.25], "homo_energy_ha": [-0.68475, -0.67915], "gap_ev": [8.018, 7.232], "fmax_ev_per_a": 3.98, "spin_multiplicity": 2, "elements": ["O", "C", "H", "F", "Yb", "C", "C", "H"], "positions_angstrom": [[0.0484, 1.3394, 0.4157], [-2.0593, -0.3638, 0.4370], [-0.6699, -1.8228, -0.2378], [-3.1566, -1.0258, 0.0666], [2.7374, -0.5101, -0.1235], [0.2875, 0.1681, 0.1100], [-0.8370, -0.8052, 0.1222], [-2.2845, 0.4937, 1.0751]], "atomic_forces_ev_per_a": [[1.7, -2.4, -0.9], [-2.5, -0.4, 0.2], [-0.2, 0.4, -0.2], [1.9, 0.6, 0.8], [0.2, 0.1, 0.0], [-3.0, 2.0, 1.6], [1.9, -0.6, -0.9], [0.0, 0.1, -0.5]], "mulliken_charge": [-0.246, -0.130, 0.322, -0.114, 1.813, 0.304, -0.278, 0.330]}


no.,total energy (hartree)
1,-344.7168
2,-3267.5881
3,-4024.7290
4,-1448.5129